Computed, not measured: a cluster of 16 separate species, C64H176N16O16 in total, with the ωB97M-V functional and the def2-TZVPD basis.

The calculation puts the maximum force at 0.0740 Eh/bohr. As for the energy: -125814.542 eV. The energy relative to the best compared isomer or geometry (same formula, charge and spin) comes out at 225.4 kJ/mol. The spin multiplicity is 1. The orbital gap is 9.3203 eV. The value obtained for the HOMO energy is -8.72 eV. For the LUMO energy, the calculation gives 0.0220 Ha.

Geometry as XYZ:
```
272
Properties=species:S:1:pos:R:3:forces:R:3:lowdin_charge:R:1
H 3.49751 3.28374 -7.46231 0.181 0.289 -0.373 0.054
H -2.04219 -4.55168 -2.61299 -0.052 0.164 -0.128 0.075
C 3.07029 -3.24635 5.96802 -0.808 -0.769 0.812 -0.439
C 1.79772 -2.78512 6.67412 0.679 0.080 -0.511 -0.264
H 3.46455 -3.24438 -5.35693 0.293 -0.543 -0.544 0.064
H 1.14906 -1.65026 -8.33743 0.317 0.035 -0.201 0.074
H -5.23729 4.98070 5.38043 0.099 -0.391 0.486 0.078
C -2.32320 -7.90006 -4.46553 0.970 0.328 -1.294 -0.119
H -1.82950 3.51743 3.36952 -0.391 -0.002 0.182 0.067
H 1.12367 -1.01060 5.00615 -0.249 0.968 0.064 0.045
H -0.70345 -3.54273 4.87669 0.140 0.421 -0.138 0.070
C 2.92366 -3.97574 1.45166 -0.149 -0.964 -1.517 -0.419
H -0.26953 7.11764 0.69096 0.582 0.324 -0.205 0.069
H -1.69366 4.86806 -5.00626 0.075 0.015 -0.092 0.061
C -0.96122 -2.00552 -4.69944 -0.295 1.000 -1.538 -0.078
H -1.19548 0.15039 -0.29193 0.712 0.272 0.162 0.144
H 2.19320 5.74285 0.17280 0.245 -0.796 -0.058 0.147
C 0.20278 0.72814 5.86277 0.620 0.685 -1.739 -0.363
O 0.18285 -1.67087 -5.54559 -1.431 0.165 0.989 -0.206
H -2.90183 4.11715 0.68307 0.349 -0.271 0.179 0.112
H -0.75620 1.79550 -2.61855 0.431 -0.235 -0.003 0.090
C -1.18182 0.26181 5.51514 -1.194 0.453 0.895 -0.213
H -6.79625 -3.11948 5.67395 0.004 -0.232 -0.085 0.128
H 3.74819 0.13379 3.59903 0.527 0.188 -0.116 0.060
N -1.50997 -5.43607 3.34124 -0.215 0.421 0.474 0.070
H 2.97681 2.79432 -0.08268 -0.209 -0.930 0.379 0.066
C -4.13316 -3.15084 6.00710 2.215 0.173 -0.581 -0.107
H -0.05269 -7.79187 -3.03009 -0.208 0.528 0.528 0.139
C -1.65120 -3.99608 3.04692 1.232 -1.014 0.246 -0.413
H 0.88425 2.45696 -7.43671 0.943 -0.031 -0.216 0.070
O 1.59482 -3.59211 7.79618 -1.832 0.390 0.972 -0.178
H -3.05790 1.49452 -5.88865 -0.027 0.472 0.095 0.069
C 4.80043 -0.11753 -0.94682 -0.223 -0.818 -1.544 -0.409
H 2.54772 3.67352 2.33373 -0.118 0.153 -0.390 0.123
H 6.56866 0.75800 -1.86165 -0.598 0.266 0.328 0.090
N 0.54596 -5.03325 -2.86654 0.145 -0.413 0.262 0.073
N 3.25668 -2.47846 4.74762 0.860 0.668 0.086 0.055
N -7.14088 -2.75186 2.96409 0.902 0.845 -0.589 0.042
H 0.06151 6.83316 -2.83752 -0.100 0.101 -0.307 0.069
H 0.45367 -1.64413 0.31555 -0.682 0.064 0.144 0.083
H -2.60363 -3.62953 3.38280 -0.548 -0.147 0.579 0.098
H 1.34185 1.18748 1.00223 0.592 0.270 -0.018 0.120
O -4.94884 -3.14265 4.85901 0.991 -0.354 0.131 -0.207
C 0.56203 -3.00487 8.64587 0.537 -1.179 -0.578 -0.064
C 5.55475 1.07261 -1.51833 0.273 0.361 -0.113 -0.066
H -3.89029 1.89846 2.52403 -0.229 -0.159 -0.308 0.068
H -3.07000 4.41567 -3.99028 0.232 0.014 0.196 0.057
H -2.31195 6.02298 -3.79499 -0.019 -0.007 -0.110 0.082
H -0.95094 0.05931 -2.77768 -0.189 -0.420 -0.500 0.064
H 0.74089 4.10194 -4.92404 -0.119 -0.088 0.129 0.072
H -3.36116 -0.96302 1.15763 0.325 0.559 -0.353 0.065
C -0.53844 -3.26243 3.82761 -0.438 -0.549 -0.288 -0.039
H 1.75149 -4.03060 -0.39539 0.072 0.079 0.117 0.062
H -1.53089 -1.07028 -4.48589 0.634 -0.678 -0.230 0.069
C 4.65804 1.94420 5.49268 0.858 -1.665 -0.011 -0.180
H 0.23290 2.54267 4.60884 -0.262 -0.010 -0.426 0.053
H 4.67776 4.24406 3.53141 -0.107 -0.433 0.208 0.076
H -4.04767 -4.14001 6.51837 -0.195 0.498 -0.576 0.103
H 5.14943 -3.58385 6.53866 -0.840 0.282 0.371 0.089
H 4.41875 5.61308 1.12591 0.088 0.457 0.212 0.055
C -5.25715 -1.57138 -1.85799 -0.588 -0.160 -1.391 -0.037
C -1.39944 4.77302 -1.72677 -1.094 0.501 1.059 -0.225
C 0.56370 0.44683 0.91940 0.111 -0.490 1.194 -0.431
C -3.36588 0.88994 5.90350 0.611 -0.802 -0.300 -0.098
H 2.02051 6.70140 4.32430 -0.083 0.979 0.400 0.082
H -5.12792 -4.29599 2.48041 0.401 -0.345 -0.483 0.052
N 4.20398 -3.73111 2.06649 1.215 1.969 -0.012 0.030
H -4.92715 -2.82800 -4.24000 -0.204 0.313 0.123 0.075
H -2.46467 5.07616 -1.62904 0.400 -0.083 0.182 0.129
H 1.86178 -0.85750 -0.05731 1.282 -0.016 -0.435 0.036
C 4.73451 -1.14018 -2.13568 -0.812 -1.002 1.832 -0.202
H 4.10614 7.41219 -7.11058 -0.005 0.114 0.258 0.070
C -4.47141 2.38642 -2.36341 0.749 0.816 -0.601 -0.124
C 2.79937 -3.93324 -0.09441 0.138 0.422 0.244 -0.040
C -1.60728 1.85229 -8.17979 0.220 -0.024 0.691 -0.213
H 2.47147 3.84801 -1.37197 -0.280 -0.362 0.976 0.097
H 2.86103 -4.32983 5.68183 0.428 1.197 0.187 0.160
H -6.07537 5.13903 3.87731 -0.414 -0.192 -0.545 0.079
H -0.64537 -5.78486 2.95918 0.296 0.028 -0.131 0.039
C 2.27068 3.57186 -0.29591 1.044 2.239 -1.999 -0.043
H -4.75135 6.20905 4.28005 0.400 0.343 -0.318 0.081
C 1.20156 -7.27124 1.64089 0.247 1.127 0.586 -0.089
H -3.61812 -2.13614 2.43510 0.236 -0.019 -1.061 0.094
H 1.93402 -1.76908 7.05253 0.002 0.473 -0.349 0.104
H 4.84644 0.62806 7.83066 0.223 0.060 -0.161 0.089
C -5.10233 5.18818 4.33483 0.850 -0.864 0.185 -0.091
H -0.87298 5.49754 0.99321 -0.024 0.413 -0.419 0.051
N 4.96550 3.27782 3.43418 0.407 0.962 -0.576 0.048
H 4.59062 -2.83021 1.74454 -0.525 -0.216 0.261 0.070
C 2.70725 5.24005 -6.01883 0.278 -0.402 -0.450 -0.225
C -5.90552 -4.94350 2.86026 -1.340 1.279 0.644 -0.035
H 4.48922 -2.14845 -1.72296 0.207 0.512 -0.262 0.107
H -4.67472 0.79913 -4.42652 -0.180 -0.309 -0.261 0.114
N 5.36426 -0.70057 0.28227 -0.698 0.011 -0.539 0.061
O 2.43893 5.65219 2.72369 1.148 0.712 -0.879 -0.190
O -1.82929 -2.33434 1.36015 0.134 -0.181 -0.638 -0.209
C -0.88278 -7.09557 -2.72638 -0.793 -2.734 0.143 -0.241
H -0.60707 -2.18934 3.64324 0.076 -0.002 0.251 0.060
H -1.58176 0.88791 -7.65527 0.418 -0.220 -0.247 0.119
H -4.24320 -1.54117 -1.49986 0.535 0.159 0.121 0.054
O 2.77526 4.05341 -5.26751 -0.056 -0.517 -0.007 -0.189
O -4.16518 4.22843 3.78036 -0.787 1.142 -0.283 -0.186
C 3.97861 6.54875 -7.75194 -0.948 -0.231 -0.132 -0.075
C -0.49168 5.86788 -1.13872 -0.556 1.108 -0.650 -0.393
H 5.03049 1.52412 -2.37579 0.095 -0.355 0.200 0.088
H 2.25986 -3.18857 1.80888 -0.204 -0.421 0.417 0.098
C 4.19384 -3.18843 6.99014 2.086 0.170 -0.596 -0.064
H 0.83269 -2.01112 8.98468 0.390 0.143 0.273 0.079
H 1.03084 4.36896 1.93718 -0.549 0.351 -0.435 0.108
H -3.39293 2.16060 -2.21080 -0.431 0.135 0.258 0.094
N -0.57310 7.02665 -2.07454 0.153 -1.322 -0.303 0.060
H -3.39666 1.43273 4.94890 -0.437 0.485 0.364 0.078
H -4.61957 2.47448 0.94551 0.390 -0.668 0.280 0.080
H 1.00446 -2.81028 5.91393 -0.286 -0.057 0.515 0.088
H 1.73641 5.30051 -6.57258 0.503 0.081 0.279 0.135
H 3.03412 6.69128 -8.32450 0.387 -0.020 0.390 0.086
N -0.24994 0.59853 2.12074 -1.506 -0.835 0.126 0.078
H 3.90106 -3.44133 -6.96392 -0.340 -0.085 0.762 0.078
H -5.54414 -2.63898 -1.89660 0.005 0.435 -0.015 0.078
H -6.38551 -0.77725 -3.60998 0.361 -0.546 0.208 0.145
C -1.61411 -3.73974 1.57309 -1.012 0.766 -0.237 -0.196
H 3.92762 -3.00912 4.18188 -0.320 0.560 -0.269 0.045
H -3.42555 5.60283 2.42851 0.062 0.141 -0.002 0.117
H 1.27246 -5.64546 -3.21141 0.252 0.033 -0.126 0.080
H 4.96342 -4.35636 1.86734 -0.170 -0.878 -0.411 0.072
H -3.75109 -2.63377 0.67505 0.052 0.335 0.355 0.090
H 2.44906 -1.49494 -6.12057 0.127 0.071 -0.620 0.138
H -3.08555 -8.32465 -3.85614 -1.048 -0.362 0.330 0.080
N -4.58865 -1.87188 -4.18887 0.187 0.336 -1.525 0.026
H 1.87635 -1.02753 -3.81861 0.531 -0.224 0.262 0.083
H -3.51736 -0.15275 5.61753 -0.762 -0.246 0.131 0.069
H -4.04613 1.19635 6.68831 -0.316 0.257 -0.272 0.094
H 5.65123 1.41113 5.54436 -0.411 0.979 -0.154 0.143
H -1.00922 2.97735 -6.47335 -0.183 -0.576 0.725 0.117
H 5.64515 1.86450 -0.78210 0.230 0.231 0.213 0.058
H 0.36013 0.46812 6.91477 0.171 0.092 0.067 0.130
C -0.25783 0.78051 -0.25022 -1.501 -0.243 -2.178 -0.192
H -2.36933 1.76400 -8.93185 -0.770 0.347 -0.204 0.123
N -1.91631 4.21783 -7.66350 0.769 1.304 0.525 0.056
H -1.18560 -4.04532 -1.14280 -0.037 -0.283 -0.244 0.072
H 5.92217 3.18108 3.12382 -0.235 -0.300 0.323 0.085
H -4.40929 -2.40535 6.74131 -0.489 0.248 0.263 0.076
C -3.19069 2.45309 -6.40816 -0.260 0.241 -1.040 -0.047
H -7.89909 -2.27917 3.41005 -0.629 0.239 0.218 0.061
O 0.47749 0.57996 -1.47215 0.886 0.016 2.814 -0.187
C -0.41602 -5.83199 -2.10457 0.527 0.776 0.831 -0.435
C -3.90997 4.62347 2.42263 0.093 -0.369 0.020 -0.212
H -1.00755 4.24172 -8.10183 0.150 0.726 -0.408 0.071
H 3.65817 -1.51729 4.92546 -0.478 -1.507 0.010 0.074
C 3.89103 5.22806 -6.98509 0.480 -0.802 -0.867 -0.422
H -3.88397 2.27136 -7.24905 0.035 -0.241 0.234 0.085
H 1.23383 3.40946 -0.18708 -1.104 -1.098 0.091 0.050
C 1.97094 -2.34455 -8.12880 -1.105 -0.379 1.024 -0.048
H 1.53921 -1.37254 1.64341 0.200 0.514 -0.238 0.082
N 1.10607 0.02221 4.91496 -0.201 -0.226 0.420 0.063
H -0.29069 7.90025 -1.69375 0.323 0.544 0.705 0.054
C -1.89965 2.91682 -7.09705 -0.526 -1.393 -0.380 -0.455
H -3.09305 -2.83623 5.64074 -1.293 -0.592 0.579 0.092
H -1.22826 3.90412 -1.07828 -0.180 -0.319 -0.327 0.100
C 1.14802 -0.91422 0.72302 0.050 -1.141 0.535 -0.037
H 0.22532 -7.53337 1.20692 0.567 -0.154 0.048 0.093
H -0.91537 -0.19955 2.16140 0.208 0.642 -0.460 0.070
H 2.87081 -2.08425 -8.64606 0.482 0.333 -0.338 0.065
H 3.16255 -2.96997 -0.46865 -0.029 -0.210 0.066 0.040
H 0.10992 -4.62061 -3.67262 -0.305 0.024 -0.320 0.037
H -6.37403 -2.06354 2.97142 -0.190 -0.739 -0.003 0.081
C 1.66917 3.82948 -4.41429 -0.044 -0.313 -0.999 -0.083
H 1.30237 2.69064 5.96937 0.119 -0.131 0.265 0.056
H 0.10250 -6.17084 -1.19825 0.059 0.200 0.073 0.126
H 4.70058 2.89679 6.02782 -0.175 -0.164 0.315 0.122
H 0.48041 -3.59620 3.55576 -0.415 0.037 -0.082 0.079
H -2.57740 4.40570 -8.37914 -0.901 -0.219 -0.644 0.071
H 0.58106 6.23018 3.28329 -0.021 0.136 0.594 0.095
H 0.25948 0.41023 2.97557 0.829 0.334 0.146 0.023
H 4.01766 -3.75438 7.90254 -0.250 -0.013 -0.105 0.071
H 0.58357 0.86718 -3.36681 -0.313 -0.184 -0.747 0.081
H -5.91276 -1.07131 -1.15486 -0.067 0.198 -0.009 0.073
H -3.73334 3.20773 -5.83618 0.543 -0.083 0.425 0.062
C -5.32771 -0.97676 -3.31646 -0.739 -0.698 0.921 -0.429
H 4.44144 -2.13636 7.27702 -0.418 -0.564 -0.212 0.077
C 2.09206 4.58700 1.87390 0.119 -1.562 3.469 -0.253
C -6.15895 -3.78688 5.05151 -2.238 1.360 -0.194 -0.239
H -5.51943 -5.73765 3.47556 0.416 -0.043 0.546 0.068
H -6.09520 -4.71299 5.60172 0.386 -0.643 0.020 0.114
H 3.18538 2.52015 4.13982 0.392 -0.318 -0.409 0.134
H -4.58054 -1.47300 -5.15172 0.006 -0.681 0.933 0.093
H 3.46949 -6.02838 1.70975 -0.156 0.202 -0.074 0.131
H 3.68181 1.98670 7.81671 0.029 -0.002 0.447 0.089
H 2.04191 0.32401 5.12310 0.489 0.078 -0.038 0.022
H 4.81337 4.98978 -6.41580 -0.484 0.564 -0.036 0.143
O -0.42989 2.13666 -8.89911 -0.713 -0.616 -0.543 -0.192
C 4.40723 0.93276 3.21589 -1.465 0.212 -0.330 -0.046
O -1.15896 4.45175 -3.07240 0.095 -0.030 -0.479 -0.208
N 3.12231 -3.51092 -6.28924 0.508 0.731 -0.244 0.035
H 1.75236 4.37089 -3.50939 0.034 1.020 0.987 0.056
C -6.84788 -3.96757 3.67012 1.866 -1.269 0.605 -0.407
C -3.68816 2.26214 1.50906 0.054 1.356 0.346 -0.035
C -0.20175 0.82576 -2.62545 -0.948 1.149 -0.418 -0.123
H 3.12632 0.29625 7.87314 -0.279 -0.133 0.073 0.075
H 2.05147 -7.86125 1.31522 -0.132 -0.648 -0.288 0.085
H 6.26310 -1.12908 0.14193 0.381 -0.080 -0.349 0.072
C 2.15145 -2.43669 -6.61249 0.990 -0.045 -0.156 -0.449
C 4.24933 2.20653 4.05212 -0.294 -0.250 0.108 -0.448
C 0.33524 2.30391 5.65688 -0.118 -1.872 0.535 -0.018
C -0.88336 6.34105 0.26678 -0.693 -1.565 0.112 -0.057
C -1.55598 -4.91283 -1.70877 -0.345 0.341 0.115 -0.052
H -2.62457 -7.38699 -5.38860 -0.768 -0.803 0.150 0.105
C 2.54093 -1.46003 -3.04499 -0.661 -0.216 -0.488 -0.102
H 2.70477 -2.51957 -3.26929 -0.027 -0.119 -0.008 0.082
H 1.97498 -1.40476 -2.11722 0.205 0.131 0.361 0.070
H -3.56986 0.15558 -3.22408 -0.048 0.299 0.264 0.119
H 4.51163 4.07949 0.76782 0.547 -1.138 0.381 0.022
H 1.64221 2.78837 -4.11197 0.073 -0.272 -0.295 0.081
O -5.22440 1.24751 -2.52378 -0.335 -1.258 0.457 -0.169
H 0.39485 -3.71060 9.45945 0.262 0.245 0.136 0.087
H -7.79780 -4.44209 3.80204 -0.569 -0.511 0.397 0.123
C 1.54194 5.95195 3.73904 -0.232 -0.566 -0.665 -0.095
H -1.90401 6.72285 0.25070 -0.151 0.063 -0.075 0.078
H -2.34446 -4.37586 1.01187 0.103 0.613 0.489 0.122
H -3.02423 1.56809 1.00400 -0.077 -0.154 -0.232 0.045
C -2.12209 4.97120 -4.01484 0.337 0.017 0.677 -0.069
C 2.61987 4.77905 0.55413 1.681 1.130 -2.551 -0.426
H -1.68805 -2.69182 -5.20061 0.709 0.280 0.195 0.094
H -0.67367 -3.98378 1.15209 1.285 -0.137 -0.342 0.099
O -1.66225 -6.88274 -3.84234 0.322 2.862 0.108 -0.201
C 0.90099 -2.82070 -5.91220 -1.607 -0.411 -0.683 -0.263
H -0.46663 2.73873 6.24524 0.044 0.339 -0.047 0.072
H 1.16499 -3.42717 -5.05360 -0.093 -0.149 0.380 0.091
H 1.55315 1.59423 -8.98895 -1.139 0.168 1.473 0.124
H -4.53289 2.96049 -3.29877 0.114 0.351 0.138 0.073
O -2.06517 0.93815 6.43265 0.535 -0.416 -0.304 -0.197
H 5.51330 0.07150 0.90150 0.156 0.268 0.611 0.027
H 4.05919 1.12463 2.18402 0.181 0.007 0.373 0.070
H 0.51302 0.78874 -7.61646 0.272 0.086 -0.831 0.085
H -0.59315 1.80836 -0.20159 -0.161 0.595 -0.036 0.095
O 3.75212 0.97473 6.06902 0.337 0.799 -0.182 -0.248
H 2.83535 6.09824 -5.37192 -0.287 0.501 0.349 0.121
H -2.34817 -5.39070 -1.12219 0.263 -0.167 -0.009 0.080
C 2.58408 -5.38470 1.90464 0.610 0.042 1.653 -0.252
H 1.63719 -3.34359 -8.44412 0.180 0.215 -0.151 0.086
H -1.58310 0.44930 4.50625 0.848 0.396 -0.112 0.111
H 5.44249 0.61403 3.17958 0.243 -0.145 0.145 0.079
H 3.06288 4.35894 -8.64758 0.798 -0.515 0.618 0.074
H 3.32136 -4.74824 -0.60331 0.231 0.029 0.163 0.086
N 3.83420 4.10266 -7.98672 -1.341 0.823 0.267 0.025
H 0.25182 -3.40753 -6.60846 0.391 -0.125 0.536 0.141
O 3.75234 -0.75619 -3.06070 0.440 0.674 -0.504 -0.172
H -1.53385 -7.65285 -1.98155 0.793 0.352 -0.268 0.142
C -4.63829 0.34381 -3.42897 0.537 0.554 0.430 -0.241
H -6.49344 -5.45383 2.12412 -0.089 0.119 -0.952 0.062
H 1.45814 5.08871 4.37064 -0.627 -0.649 0.602 0.070
O 1.47605 -5.92223 1.27547 -1.210 -0.021 -0.232 -0.221
H -4.89271 2.96838 -1.54557 0.165 0.029 0.024 0.088
C -2.98701 3.63999 1.67733 -1.866 0.389 0.451 -0.444
C 3.87243 0.96916 7.47392 -0.255 0.209 -0.103 -0.109
C 0.70390 1.70630 -8.22213 1.278 -0.014 0.416 -0.118
H -0.39963 -2.89473 8.15028 -0.090 -0.109 -0.540 0.076
H -1.20532 2.80272 2.05002 -0.132 0.485 0.432 0.050
H -0.61368 -2.43093 -3.78054 0.191 -0.346 0.698 0.061
H -1.25764 -0.83344 5.62039 -0.019 0.040 0.320 0.113
H 3.73884 0.13081 -0.76883 0.420 0.107 0.190 0.125
H -1.61000 -8.65983 -4.74448 0.237 -0.796 -0.213 0.082
N -1.74230 3.62836 2.37051 1.773 -0.946 -0.680 0.057
H -4.86487 4.71959 1.89797 -0.084 -0.043 -0.113 0.120
H 0.48074 5.39059 -1.11313 0.592 0.306 -0.023 0.093
H 1.17016 -7.33356 2.74296 -0.227 -0.190 -0.217 0.090
H 5.70736 -1.22038 -2.61264 0.127 0.148 -0.300 0.118
H 4.75819 6.56636 -8.49311 0.502 -0.242 -0.156 0.067
N 4.11965 4.93093 0.45001 -1.647 0.804 -0.097 0.071
C -3.19015 -1.99726 1.39067 -1.006 -1.045 1.140 -0.104
H -2.25035 -6.00095 2.96258 -0.353 -0.014 -0.190 0.062
H 2.50246 -5.33929 3.03031 -0.296 -0.315 -0.746 0.132
```
Forces are in eV/Å.